ORCA calculation (ωB97M-V/def2-TZVPD) on 18 unconnected molecules or ions with the total composition C54H153N9O27 in a non-equilibrium geometry.

Calculated values
* maximum force: 3.81 eV/Å
* relative energy (zero: lowest compared OMol25 entry of this formula, charge and spin): 67.51 kcal per mole
* lowest unoccupied orbital energy: 0.397 eV
* Kohn-Sham gap: 8.61 eV
* spin multiplicity: 1
* electronic energy: -4673.05624 Eh
* net charge: 0

The geometry in XYZ format:
```
243
Properties=species:S:1:pos:R:3:forces:R:3
C -5.890441 -9.395781 1.716172 0.4 -1.2 0.4
O -6.073692 -8.646848 0.559132 -0.2 0.8 0.0
C -6.954879 -7.531544 0.780644 -0.1 -1.6 -0.7
C -6.324917 -6.455416 1.584757 0.1 1.1 -1.7
N -5.172709 -5.910993 0.848831 -0.2 -0.1 -1.0
C -4.627496 -4.738248 1.497356 0.8 0.0 0.5
C -3.316825 -4.349045 0.776389 -0.9 -1.5 -0.4
O -2.457241 -5.457449 0.870927 0.3 -0.8 0.0
C -1.316167 -5.355848 0.030606 0.3 -0.5 0.9
H -6.814132 -9.906689 1.955979 -0.5 -0.1 0.4
H -5.553537 -8.853991 2.615823 0.0 0.2 -0.4
H -5.166747 -10.207944 1.522838 -0.1 0.5 -0.1
H -7.976805 -7.851342 1.079807 0.7 -0.1 0.7
H -7.159410 -7.146110 -0.202628 0.3 0.4 -0.6
H -5.997747 -6.656493 2.565879 -0.1 -0.7 1.5
H -7.149054 -5.735181 1.611038 0.4 0.6 0.3
H -4.416562 -6.604389 0.646925 -1.1 0.7 0.5
H -4.593671 -4.947995 2.584427 0.9 0.2 -0.1
H -5.304569 -3.901425 1.462666 -0.5 0.4 -0.5
H -2.770955 -3.486083 1.100628 -0.1 0.9 0.4
H -3.577624 -4.249992 -0.295450 0.0 0.5 0.4
H -0.504122 -4.871112 0.622742 -0.2 -0.4 -0.7
H -1.534537 -4.755637 -0.842699 -0.1 0.1 -0.2
H -1.053552 -6.393635 -0.278311 0.1 0.8 0.2
C -5.270051 2.823358 -8.937923 -2.5 0.9 1.3
O -6.028861 1.808005 -8.235014 2.0 -0.7 -1.4
C -5.382755 0.512746 -8.481314 -0.7 0.7 1.9
C -4.123693 0.357920 -7.611419 -0.7 -1.4 1.1
N -4.417687 0.722417 -6.175458 0.0 0.3 -1.9
C -3.167229 0.956393 -5.477118 0.4 0.4 1.1
C -3.326370 1.630810 -4.105566 -0.5 0.6 -0.5
O -3.702998 3.000265 -4.270194 -0.3 -0.1 -0.1
C -3.794261 3.691335 -3.028584 0.7 -1.2 -0.3
H -5.153743 2.568944 -9.976369 0.4 -0.2 -0.4
H -4.390218 3.145785 -8.407420 0.8 -0.4 0.0
H -5.950431 3.686015 -8.859503 0.3 0.0 -0.4
H -5.092473 0.368273 -9.508813 -0.2 0.1 -0.6
H -6.204358 -0.150934 -8.203191 0.5 -0.5 -0.1
H -3.337636 0.971679 -8.008559 0.5 0.6 -0.2
H -3.724095 -0.696493 -7.637809 -0.6 0.9 -0.1
H -4.965641 1.573498 -6.306719 0.1 0.1 0.6
H -2.394049 1.532195 -6.021364 -0.5 0.0 -0.2
H -2.738270 -0.028981 -5.320056 0.3 -0.2 0.2
H -2.396309 1.641308 -3.561839 0.6 -0.4 0.1
H -4.074732 1.145640 -3.481135 -0.3 -0.4 0.0
H -2.914981 3.432154 -2.410296 -0.1 0.4 -0.1
H -4.672987 3.425693 -2.454500 -0.5 -0.3 0.1
H -3.855326 4.726149 -3.270851 0.2 0.8 0.0
C 7.467809 -4.483190 -1.293609 0.5 -0.4 -1.3
O 6.589954 -3.745475 -0.495889 0.0 -0.5 0.2
C 6.775413 -4.033788 0.897111 0.5 2.0 -0.6
C 6.422361 -2.734984 1.626648 -0.4 -0.4 1.4
N 7.149002 -1.582083 1.127273 0.1 -1.0 -1.0
C 6.570635 -0.344332 1.545550 0.3 1.3 1.6
C 5.349863 0.166333 0.777804 1.1 -0.8 -0.8
O 5.828814 0.440874 -0.561073 -0.3 -0.5 1.0
C 4.894093 1.141410 -1.310683 -0.3 0.9 -0.9
H 8.496768 -4.066600 -1.261991 -0.4 -0.3 0.1
H 7.128591 -4.428295 -2.340464 0.0 0.3 0.3
H 7.508605 -5.577759 -1.105499 -0.1 0.5 0.5
H 7.865580 -4.196978 1.059375 -0.8 -0.5 0.1
H 6.074648 -4.818644 1.160952 0.4 -0.4 0.4
H 6.700971 -2.855135 2.715905 -0.3 0.0 -0.9
H 5.310350 -2.602618 1.647969 0.6 0.0 -0.3
H 7.274510 -1.651887 0.099175 -0.4 0.3 1.0
H 7.382359 0.432791 1.571921 -0.8 -0.4 -0.5
H 6.300216 -0.392609 2.650938 0.1 -0.3 -1.2
H 5.010848 1.072985 1.239609 -0.4 0.7 0.2
H 4.514387 -0.565246 0.772986 0.5 0.4 -0.1
H 4.627624 2.096953 -0.817296 -0.2 -0.4 0.0
H 3.981073 0.563689 -1.539636 0.2 0.1 0.3
H 5.347459 1.435235 -2.276737 -0.1 -0.4 0.4
C 10.098295 6.917559 2.510114 -0.3 0.1 -1.4
O 8.903829 6.648471 3.190184 0.3 0.4 0.1
C 7.811212 7.425157 2.651215 1.6 -1.3 1.9
C 6.660247 6.966117 3.520642 -1.1 0.7 -0.8
N 6.344269 5.554686 3.456472 1.0 -1.7 -0.2
C 5.545227 5.111574 4.626093 -0.7 2.0 -1.3
C 5.203197 3.684101 4.689357 0.3 -3.2 -0.1
O 4.142998 3.241378 3.819127 1.3 3.6 -0.2
C 3.731181 1.968936 3.998428 -1.1 -1.5 0.8
H 9.994347 6.456611 1.498015 0.4 0.6 0.3
H 10.918997 6.455357 3.004632 0.5 -0.6 0.6
H 10.371636 7.996357 2.425425 -0.6 -0.5 0.0
H 7.788702 7.256045 1.584833 -0.7 -0.1 -0.4
H 8.104541 8.447315 2.870795 -0.6 0.5 -0.2
H 5.785996 7.488464 3.147312 -0.5 0.3 0.2
H 6.812915 7.267748 4.554792 0.3 0.3 0.2
H 7.239001 5.028578 3.497609 -0.7 0.5 -0.1
H 4.594715 5.653566 4.589874 -0.1 0.1 -0.2
H 6.016835 5.524770 5.507031 0.3 -0.5 0.8
H 4.925840 3.380229 5.715692 0.0 0.4 -0.1
H 6.050157 3.007481 4.419221 0.0 0.6 0.3
H 2.789615 1.928633 3.425196 0.5 -0.7 0.2
H 3.503169 1.800575 5.077684 0.0 -0.2 -0.5
H 4.467115 1.207655 3.669685 -0.2 0.2 0.0
C -3.255469 5.945156 9.705283 1.9 -0.5 -0.5
O -2.506599 4.945673 8.966279 -1.5 -0.4 0.2
C -3.339293 4.015762 8.252856 0.5 0.0 0.6
C -3.732475 4.402099 6.851336 -0.4 -0.3 -1.0
N -2.709414 4.399638 5.818867 1.1 0.9 1.0
C -1.725454 5.486729 6.015769 1.4 -0.4 -0.2
C -0.712595 5.451438 4.885862 0.4 -0.2 -0.2
O 0.010699 4.203476 4.896284 -0.3 1.2 0.5
C 0.769181 4.024119 3.728782 1.1 -1.2 -0.3
H -3.919041 6.470012 9.041927 -0.3 0.5 -0.2
H -2.398183 6.544506 10.019715 -0.7 0.6 0.2
H -3.803490 5.607734 10.588986 0.1 -0.5 -0.2
H -4.215663 3.728492 8.832351 -0.4 0.4 0.2
H -2.798576 3.066839 8.218629 0.4 0.1 -0.2
H -4.289874 5.321708 6.709417 0.0 0.5 0.6
H -4.439953 3.663119 6.510539 -0.5 -0.6 0.1
H -2.185779 3.535803 5.897257 0.0 -0.1 -0.1
H -1.053040 5.480756 6.931036 -1.3 -0.4 -0.4
H -2.232437 6.452820 5.984952 -0.1 0.0 0.0
H -0.019334 6.318258 5.027325 -0.4 -0.6 -0.5
H -1.200861 5.435317 3.910745 -0.2 0.7 -0.1
H 1.799025 4.474734 3.691497 -1.1 0.4 0.3
H 0.231367 4.177030 2.784311 -0.1 0.5 0.3
H 0.993188 2.967873 3.761258 0.1 -0.5 -0.2
C 0.514305 -2.457777 2.394716 -0.3 0.1 -0.3
O 1.049334 -2.574202 1.063176 -0.2 -0.1 1.7
C 2.390887 -2.150689 1.057943 -0.3 0.5 -1.3
C 2.887437 -2.351105 -0.365807 -1.0 0.0 0.0
N 2.693205 -3.750890 -0.754374 0.1 -0.1 -0.1
C 3.273920 -4.131004 -2.057759 -1.0 2.0 1.2
C 3.347253 -5.578768 -2.214328 -1.1 -0.8 -0.1
O 2.010392 -6.139504 -2.128121 1.0 1.6 -0.1
C 1.977566 -7.506199 -2.048829 0.9 -1.7 -0.5
H -0.377127 -3.080496 2.393149 0.1 -0.3 0.3
H 0.120159 -1.439444 2.593493 0.6 -0.2 0.0
H 1.244707 -2.764109 3.197643 -0.7 0.2 -0.9
H 2.989821 -2.696925 1.785156 0.1 -0.2 0.1
H 2.406805 -1.070788 1.253711 0.3 0.0 0.4
H 3.943306 -2.082257 -0.344102 0.1 -0.3 -0.5
H 2.324368 -1.581911 -0.995906 0.6 -0.8 0.3
H 1.712760 -4.036635 -0.742496 0.3 0.4 0.2
H 4.283261 -3.767687 -1.959587 0.6 0.3 -0.7
H 2.686501 -3.656986 -2.858849 0.5 -0.1 -0.2
H 3.973152 -5.956504 -1.432489 0.3 -0.7 0.7
H 3.839624 -5.752077 -3.164423 -0.2 -0.6 -0.5
H 0.950368 -7.845927 -2.047776 -0.3 0.0 -0.3
H 2.416244 -7.933581 -1.131442 0.2 0.4 0.0
H 2.537944 -7.959886 -2.911843 -0.6 0.1 0.5
C 2.477621 -4.880964 -8.623283 -0.5 -0.4 -0.2
O 2.927189 -3.986263 -7.640000 -0.1 0.0 -0.7
C 2.893251 -2.618594 -8.084132 -0.5 -1.0 0.9
C 2.777934 -1.880946 -6.802881 0.1 1.9 0.8
N 1.498992 -2.131721 -6.174274 -0.1 -1.8 -0.6
C 1.347868 -1.421769 -4.938972 -0.4 1.4 -0.6
C 0.179476 -1.979399 -4.159552 0.4 -0.7 0.5
O 0.550019 -3.285923 -3.730765 0.2 -0.3 -0.6
C -0.359068 -3.849919 -2.840515 0.3 -0.2 1.2
H 2.430466 -5.892866 -8.193985 -0.2 0.4 0.0
H 3.157999 -4.951307 -9.469072 0.3 0.2 -0.2
H 1.485807 -4.574513 -9.031853 0.4 -0.3 0.4
H 1.961858 -2.443585 -8.638621 0.4 0.0 -0.3
H 3.804961 -2.370512 -8.614102 0.1 0.1 -0.4
H 2.847573 -0.781172 -6.941926 0.0 -0.4 -0.2
H 3.620750 -2.125236 -6.136715 0.1 -0.2 -0.1
H 1.471873 -3.136929 -5.964460 -0.1 0.4 -0.2
H 1.105021 -0.371824 -5.266761 0.4 -0.6 0.9
H 2.317894 -1.475858 -4.415145 -0.5 0.4 0.6
H -0.702642 -2.092112 -4.809514 0.0 0.4 0.1
H -0.042400 -1.439521 -3.235179 -0.1 0.6 -0.4
H -1.360625 -4.036782 -3.208984 -0.5 0.6 -0.4
H -0.373547 -3.298318 -1.879342 -0.3 0.1 -0.5
H -0.027700 -4.832731 -2.567287 0.7 -0.6 -0.1
C -4.350536 2.426219 0.629607 1.9 -1.4 0.6
O -2.950290 2.550592 1.005954 -0.6 -0.1 0.8
C -2.822779 2.971705 2.380071 1.1 1.3 -0.4
C -2.287924 1.987289 3.359920 1.3 -0.3 -0.5
N -3.201432 0.923284 3.656484 -0.3 0.8 1.6
C -3.156431 -0.162493 2.764182 0.8 -1.4 -1.3
C -3.903733 -1.385160 3.274228 -0.4 1.3 0.6
O -3.285556 -1.752994 4.498752 -0.5 -1.0 0.3
C -3.977823 -2.898017 5.028932 1.1 0.4 -0.3
H -4.901274 1.964413 1.448532 -0.3 0.3 0.1
H -4.299685 1.669502 -0.141716 -0.5 0.2 -0.7
H -4.731425 3.374009 0.322723 -0.5 0.6 -0.3
H -3.803772 3.240118 2.730531 -0.3 0.7 0.2
H -2.079009 3.814752 2.412338 -1.0 -0.4 -0.1
H -2.027240 2.485122 4.314618 -0.3 0.1 -0.8
H -1.308540 1.595026 2.975952 -0.3 0.1 0.1
H -2.812290 0.612553 4.529153 -0.6 -0.8 0.6
H -2.081212 -0.401080 2.594825 -0.3 -0.5 -0.2
H -3.541747 0.107665 1.778350 -0.2 0.1 0.0
H -3.934328 -2.189150 2.543287 0.3 -0.2 -0.1
H -4.964202 -1.097540 3.479532 0.5 -0.1 -0.2
H -3.796072 -3.092149 6.064530 0.6 0.6 0.8
H -3.631279 -3.799781 4.541233 -0.3 -0.3 -0.6
H -5.020987 -2.725641 4.947377 -1.2 -0.2 -0.4
C 2.664014 3.675839 0.951385 -0.4 0.4 -2.1
O 2.020328 2.457006 1.062448 -1.9 -0.9 -0.2
C 0.769972 2.387278 0.293022 1.2 0.4 -0.4
C 0.390110 0.948690 0.338507 -0.6 -0.9 -1.6
N -0.878566 0.690194 -0.434302 1.8 -0.1 0.2
C -1.213107 -0.740599 -0.496310 1.2 -0.1 -0.3
C -2.262246 -0.869119 -1.592430 -0.6 0.2 1.1
O -2.877824 -2.125432 -1.540315 0.0 -0.2 -0.7
C -3.783000 -2.222027 -2.641425 0.0 -1.1 0.6
H 3.038176 3.760252 -0.110553 -0.3 0.4 0.7
H 3.488078 3.698787 1.600245 1.1 -0.1 1.0
H 1.988790 4.484948 1.203238 -0.1 0.5 -0.2
H 0.969457 2.709602 -0.771279 -0.1 -0.3 0.9
H -0.046740 3.016549 0.660953 0.4 0.3 0.3
H 0.290927 0.610582 1.357498 0.1 -0.2 0.6
H 1.220788 0.390327 -0.142091 -0.6 0.0 0.3
H -1.617664 1.191189 0.020220 -0.6 0.4 0.3
H -1.614392 -1.101229 0.491003 0.4 -0.1 -0.9
H -0.236881 -1.303457 -0.750858 -1.7 0.7 0.5
H -1.894509 -0.720107 -2.599457 0.6 0.3 -0.2
H -3.019037 -0.063818 -1.408766 0.2 -0.3 -0.1
H -4.026600 -3.287168 -2.799377 0.0 0.6 0.2
H -3.392991 -1.831289 -3.574922 0.5 0.2 -0.2
H -4.657972 -1.657183 -2.370795 -0.7 0.1 -0.1
O -6.160288 -3.795549 -1.399124 0.4 -1.8 1.1
H -5.905513 -4.487543 -0.719877 -0.3 0.7 -0.9
H -6.140793 -4.274632 -2.247045 -0.1 0.6 -0.1
O -6.136361 -3.928396 -4.110342 -0.3 0.5 1.2
H -5.983747 -4.508020 -4.826024 0.3 -1.0 -1.2
H -5.845284 -3.053246 -4.424098 -0.1 0.0 -0.1
O 5.628961 5.969951 0.607710 0.1 0.2 0.7
H 5.301758 5.295833 0.023815 -0.3 -0.4 -0.6
H 5.835864 5.480773 1.436277 -0.1 0.4 0.1
O -5.693163 -1.749969 -5.531186 -0.7 -1.2 -0.2
H -6.537470 -1.712643 -6.005184 0.4 0.2 0.2
H -5.317270 -0.871702 -5.518212 0.4 1.3 -0.3
O 0.704345 7.904796 1.313749 0.8 1.7 -1.4
H 0.788279 8.674763 0.672569 -0.7 -1.3 1.1
H 1.668200 7.807602 1.469899 -0.3 -0.4 0.2
O -6.258943 -1.934977 0.478607 0.3 0.8 0.9
H -6.256667 -2.527334 -0.280901 0.1 -0.1 -0.5
H -5.344219 -1.637140 0.597237 -0.4 -0.2 -0.2
O -0.728388 5.316808 0.941046 -0.8 0.6 -0.1
H -0.500271 6.271462 0.854017 -0.1 -0.7 0.3
H -1.692363 5.267602 1.118714 0.9 0.2 -0.3
O 3.539934 8.042585 1.353823 0.8 -1.2 -0.5
H 4.157325 7.342178 0.995411 -0.7 0.6 0.5
H 4.055100 8.845367 1.302842 0.1 0.4 0.0
O 0.082283 1.356146 -3.166500 -1.1 -1.0 0.2
H -0.411055 1.371326 -2.313757 0.4 -0.2 -0.1
H 0.658084 2.097975 -3.156538 0.7 1.0 0.1
```
Positions in Å, forces in eV/Å.